No. 1
ORCA calculation (ωB97M-V with the def2-TZVPD basis set) on 2 unconnected molecules or ions with the total composition C3H5N3.

XYZ file:
```
11
Properties=species:S:1:pos:R:3:nbo_charge:R:1
N -1.5369 2.4274 0.2928 -0.7400
C -0.4087 1.9581 0.3555 0.6495
C -0.5573 -1.8599 -0.1559 -0.2449
N 0.6212 -1.4234 -0.3465 -0.2833
C 1.6755 -0.8442 -0.5785 -0.0512
N 0.7652 1.6725 0.5458 -0.7383
H -2.3731 1.8585 0.3512 0.3969
H -1.0812 -1.6047 0.7658 0.2037
H -1.0032 -2.5148 -0.8991 0.2022
H 2.5930 -1.2176 -0.1056 0.1897
H 1.3585 1.4097 -0.2457 0.4156
```

Results
LUMO level (hartree): 0.0261
Calculated total energy (a.u.): -281.4579
Orbital gap (eV): 9.2401
Energy relative to the best compared isomer or geometry (same formula, charge and spin) (eV): 3.595
E_HOMO (eV): -8.5

No. 2
ORCA calculation (ωB97M-V with the def2-TZVPD basis set) on a molecular structure, C3H2HgO3 at a distorted geometry.

XYZ file:
```
9
Properties=species:S:1:pos:R:3:nbo_charge:R:1
H -0.5454 1.4425 0.2284 0.2144
O -0.6165 0.5242 -1.7174 -0.8469
C 0.0302 0.8078 -0.5706 -0.1194
C -0.0523 -0.3808 0.3983 0.2282
C 0.7848 -0.4213 1.5279 0.6934
O -0.6492 -1.4516 0.0292 -0.7231
O 1.1560 -0.4249 2.6172 -0.2586
Hg -1.1853 -1.2404 -1.8226 1.5808
H 1.0778 1.1445 -0.6903 0.2313
```

Results
Net charge: +1
LUMO level (alpha / beta) (hartree): -0.2581 / -0.2581
Calculated total energy (a.u.): -494.1690
<S²>: 0.76
Orbital gap (alpha / beta) (eV): 6.5350 / 8.2480
Energy relative to the best compared isomer or geometry (same formula, charge and spin) (eV): 4.395
2S+1: 2
E_HOMO (alpha / beta) (eV): -13.6 / -15.3

No. 3
ORCA calculation (ωB97M-V with the def2-TZVPD basis set) on a gas-phase ion, C2H6NO3P2 (charge +1) at a distorted geometry.

XYZ file:
```
14
Properties=species:S:1:pos:R:3:nbo_charge:R:1
C -0.0942 0.3784 0.3184 0.2381
C 0.8139 -0.5411 1.0006 -0.8270
N -0.7760 -0.4995 -0.8256 -0.7861
O 1.9737 -1.0147 -1.9367 -0.9910
O 1.6352 -3.0797 1.4116 -0.9530
O -0.9125 1.1488 1.0603 -0.6443
P 2.5632 -1.2135 -0.6356 1.4268
P 0.6429 -2.3862 0.6520 1.2032
H 0.4973 1.1956 -0.4145 0.1980
H 1.0613 -0.1437 1.9824 0.2762
H -1.5223 0.0256 -1.3675 0.4606
H 0.0111 -0.8963 -1.4654 0.4707
H -1.2308 -1.3859 -0.6103 0.4317
H -1.2520 0.6599 1.8330 0.4961
```

Results
Net charge: +1
LUMO level (alpha / beta) (hartree): -0.2322 / -0.2322
Calculated total energy (a.u.): -1042.6466
Orbital gap (alpha / beta) (eV): 7.0724 / 7.0719
Energy relative to the best compared isomer or geometry (same formula, charge and spin) (eV): 2.616
E_HOMO (alpha / beta) (eV): -13.4 / -13.4

No. 4
ORCA calculation (ωB97M-V with the def2-TZVPD basis set) on a molecular structure, C28H44Cl3CoN4O3SeSi at a distorted geometry.

XYZ file:
```
85
Properties=species:S:1:pos:R:3:lowdin_spin:R:1
C 2.6443 -2.6360 -3.1842 0.0013
C 2.0568 -1.6916 -4.1613 0.0002
H 2.0860 -3.5820 -3.2571 0.0002
H 2.5201 -2.2377 -2.1591 0.0010
H 3.7100 -2.8595 -3.3761 0.0000
C 1.8997 -2.1099 -5.4440 0.0010
C 2.2398 -3.4812 -5.9517 0.0002
H 1.5300 -1.4282 -6.2080 0.0000
H 1.7353 -4.2832 -5.3927 0.0000
H 3.3153 -3.7198 -5.9598 0.0000
H 1.9002 -3.5735 -6.9919 0.0000
Co 0.9969 -0.2355 0.1831 2.6658
Cl 2.1306 1.5546 0.7022 0.0957
Cl 1.4565 -2.4219 -0.3668 0.0868
C -1.1968 3.4488 1.4166 0.0003
O -2.2777 2.8540 1.5514 0.0048
N -1.0427 4.5611 0.6456 0.0000
C -2.1742 5.1346 -0.0541 0.0000
C 0.2870 5.1123 0.3756 0.0002
H -0.2529 3.1175 1.9098 0.0003
H -3.0936 4.9417 0.5094 0.0000
H -2.2814 4.7181 -1.0645 0.0000
H -2.0117 6.2069 -0.1577 0.0000
H 0.9726 4.7858 1.1686 0.0003
H 0.2237 6.2083 0.3431 0.0000
H 0.6724 4.7579 -0.5987 0.0000
H 0.6780 -4.1980 1.0361 0.0014
H -0.9968 -3.3805 -0.5055 0.0006
C -0.1187 -4.5269 1.7188 0.0013
C -1.8168 -3.5467 0.2058 0.0003
N -1.2583 -3.6480 1.5368 0.0010
H 0.2480 -4.4623 2.7494 0.0001
C -2.0212 -3.3121 2.6258 0.0002
O -3.1199 -2.7558 2.5819 0.0033
H -2.5262 -2.7239 0.1820 0.0000
H -1.5440 -3.5813 3.5987 -0.0002
H -0.3960 -5.5665 1.4780 0.0001
H -2.3230 -4.4836 -0.0816 0.0001
O 0.9672 -0.3220 -2.4079 0.0214
C 1.7008 -0.2786 -3.6401 0.0022
C -0.0495 0.2085 -5.4732 0.0003
C 1.0803 0.5940 -4.7326 0.0004
H -0.4843 -0.7815 -5.3016 0.0000
C -0.5280 1.0585 -6.4782 0.0000
H 2.6653 0.1697 -3.3712 -0.0001
C 1.7576 1.7678 -5.0595 0.0004
H -1.4279 0.7541 -7.0397 0.0000
C 0.1404 2.2217 -6.8133 0.0003
C 1.2920 2.5817 -6.0989 0.0000
H 2.6993 1.9933 -4.5464 0.0000
H -0.2083 2.8583 -7.6265 0.0000
H 1.8622 3.4692 -6.3515 0.0000
Si -0.5034 0.5064 -1.9512 0.0041
Cl 1.4908 -1.1418 2.3464 0.4247
C -1.9776 0.0293 -3.0256 0.0006
C -0.0340 2.3142 -2.1366 0.0001
C -1.2509 0.1557 -0.2898 0.0289
H -1.9645 0.5589 -3.9910 0.0001
H -2.8975 0.3241 -2.4896 0.0002
H -2.0209 -1.0562 -3.2035 0.0001
H -1.4098 -0.9166 -0.1025 0.0025
H -2.1896 0.6509 0.0039 0.0059
H -0.5389 0.7883 0.2962 0.0071
H 0.2354 2.5623 -3.1694 0.0000
H 0.8396 2.5484 -1.5097 0.0000
H -0.8651 2.9688 -1.8433 0.0000
C -2.3164 -1.0261 5.5581 0.0144
N -1.0626 -0.2786 5.5890 0.0284
C -0.3646 0.0750 4.4676 0.0637
Se -0.8695 -0.2841 2.7488 0.4835
N 0.8351 0.5657 4.9119 0.0154
C 0.9333 0.4487 6.3126 0.0022
C 1.9768 0.6318 7.2071 0.0017
C 1.7542 0.2564 8.5520 0.0040
C 0.5416 -0.3154 8.9556 0.0029
C -0.4960 -0.5220 8.0334 0.0036
C -0.2799 -0.0785 6.7344 0.0019
H -2.9311 -0.6515 4.7309 0.0110
H -2.8200 -0.8796 6.5152 0.0007
H -2.1541 -2.0994 5.3898 0.0008
H 1.5820 0.7606 4.2407 -0.0001
H 2.9177 1.0766 6.8795 0.0000
H 2.5404 0.4052 9.2976 0.0002
H 0.4132 -0.6057 10.0025 0.0001
H -1.4316 -1.0222 8.2756 0.0002
```

Results
LUMO level (alpha / beta) (hartree): 0.0043 / -0.0470
Calculated total energy (a.u.): -6992.4008
<S²>: 6.01
Orbital gap (alpha / beta) (eV): 7.7275 / 7.0107
Energy relative to the best compared isomer or geometry (same formula, charge and spin) (eV): 2.506
2S+1: 5
E_HOMO (alpha / beta) (eV): -7.6 / -8.3

No. 5
ORCA calculation (ωB97M-V with the def2-TZVPD basis set) on C3H6O2 in the gas phase at a distorted geometry.

XYZ file:
```
11
Properties=species:S:1:pos:R:3:nbo_charge:R:1
C 0.4015 1.1670 0.8284 -0.2621
C 0.3868 -0.6384 -0.4924 -0.1746
C -1.0155 -0.8915 -0.9420 0.4145
H 0.7027 2.2443 0.8548 0.1998
H 1.2645 0.7467 1.6505 0.1478
H -0.6584 1.1228 1.1246 0.1919
H 0.9711 -1.1770 -1.2268 0.2129
H 0.3878 -1.1293 0.5192 0.2042
H -1.1696 -1.9951 -0.9088 0.0873
O 0.7115 0.6979 -0.4026 -0.5121
O -1.9825 -0.1474 -1.0050 -0.5098
```

Results
Structure (SMILES): COCC=O
LUMO level (hartree): 0.0314
Calculated total energy (a.u.): -268.3145
Orbital gap (eV): 10.5596
Energy relative to the best compared isomer or geometry (same formula, charge and spin) (eV): 2.468
E_HOMO (eV): -9.7

No. 6
ORCA calculation (ωB97M-V with the def2-TZVPD basis set) on a molecular structure, C28H27LaN4O3Si at a distorted geometry.

XYZ file:
```
64
Properties=species:S:1:pos:R:3:nbo_charge:R:1
La 0.1174 0.2014 -0.2257 2.2312
C -1.1080 -0.3643 -4.8839 -1.1389
Si -0.6033 0.7982 -3.5295 1.8159
C -0.6925 2.5541 -4.1143 -1.1432
C 1.2249 0.4335 -3.1479 -1.1397
N -1.3815 0.5501 -2.0163 -1.3137
C -2.7218 0.7894 -1.7475 0.1362
C -3.6931 1.1153 -2.7089 -0.2530
C -5.0050 1.4117 -2.3698 -0.1963
C -5.4077 1.4044 -1.0430 -0.2490
C -4.4813 1.0741 -0.0632 -0.2623
C -3.1953 0.7444 -0.4267 0.2809
O -2.2060 0.4524 0.5462 -0.6133
C -2.5089 -0.1357 1.7790 0.3432
C -1.6879 0.2359 2.8260 -0.2956
C -1.8467 -0.3789 4.0605 -0.1677
C -2.8354 -1.3351 4.2373 -0.2236
C -3.6554 -1.6842 3.1702 -0.1840
C -3.4972 -1.0905 1.9265 -0.2760
H -0.4710 -0.2201 -5.7629 0.2379
H -2.1456 -0.2147 -5.1948 0.2410
H -1.0064 -1.4014 -4.5510 0.2436
H -0.0829 2.6974 -5.0129 0.2393
H -0.3213 3.2265 -3.3350 0.2459
H -1.7172 2.8527 -4.3537 0.2441
H 1.7985 0.4272 -4.0768 0.2703
H 1.3751 -0.5601 -2.7037 0.2222
H 1.6879 1.2045 -2.5145 0.2315
H -3.3951 1.1434 -3.7512 0.2066
H -5.7137 1.6601 -3.1503 0.2152
H -6.4224 1.6553 -0.7653 0.2175
H -4.7634 1.0779 0.9814 0.2273
H -0.9423 1.0115 2.6823 0.2433
H -1.1976 -0.0980 4.8803 0.2265
H -2.9680 -1.8080 5.2014 0.2213
H -4.4221 -2.4377 3.2976 0.2216
H -4.1091 -1.3852 1.0849 0.2412
O 1.5493 -1.1163 2.6975 -0.4428
N 0.9792 -1.2106 1.6060 0.0387
N 0.6000 -2.3541 1.1430 0.1168
O 0.0486 -2.2675 -0.0972 -0.7143
C 0.7665 -3.6454 1.7428 0.1427
C 0.7577 -4.7269 0.8716 -0.2229
C 0.8885 -6.0064 1.3828 -0.2058
C 1.0107 -6.2054 2.7528 -0.2008
C 0.9972 -5.1166 3.6115 -0.2073
C 0.8777 -3.8237 3.1186 -0.2256
H 0.6339 -4.5464 -0.1862 0.2479
H 0.8890 -6.8524 0.7074 0.2183
H 1.1115 -7.2082 3.1490 0.2169
H 1.0833 -5.2673 4.6799 0.2183
H 0.8736 -2.9776 3.7831 0.2513
N 0.8476 7.8013 1.7499 -0.3250
C 0.7768 6.6854 1.4805 0.2868
C 0.6907 5.2809 1.1407 -0.1956
C -0.3353 4.8256 0.3167 -0.1830
C -0.4058 3.4762 -0.0020 -0.1676
C 0.5234 2.5301 0.4687 -0.6333
C 1.5309 3.0415 1.3035 -0.2269
C 1.6303 4.3837 1.6409 -0.1648
H -1.0665 5.5289 -0.0625 0.2191
H -1.2284 3.1621 -0.6443 0.1940
H 2.2769 2.3696 1.7238 0.1983
H 2.4216 4.7438 2.2867 0.2193
```

Results
LUMO level (hartree): -0.0165
Calculated total energy (a.u.): -1848.9583
Orbital gap (eV): 7.3897
Energy relative to the best compared isomer or geometry (same formula, charge and spin) (eV): 1.163
E_HOMO (eV): -7.8